72
Properties=species:S:1:pos:R:3 method="wB97M-V/def2-TZVPD" e_homo_ev="-3.4 / -3.6" relative_energy_ev=3.8672 energy_ha=-6712.47152 fmax_ev_per_a=2.8 gap_ha="0.179 / 0.186" lumo_ev="1.5 / 1.5" spin_multiplicity=5 mol_weight_g_mol=846.5 charge=-1
Mn 1.396 -1.861 -2.159
N -0.656 -5.332 -1.970
C -0.670 -5.246 -3.339
C -0.067 -4.078 -3.681
N 0.348 -3.419 -2.555
C -0.020 -4.208 -1.512
C 0.379 -3.765 -0.245
N 1.157 -2.659 -0.228
C 1.455 -2.435 1.085
C 0.862 -3.373 1.870
N 0.184 -4.225 1.031
H -0.975 -6.111 -1.422
H -1.110 -6.002 -3.955
H 0.089 -3.687 -4.671
H 2.091 -1.628 1.388
H 0.865 -3.503 2.934
H -0.417 -4.976 1.318
S -0.320 -2.843 -6.954
As 1.548 -1.879 -7.227
S 3.006 -2.505 -3.795
S 2.417 -1.077 -5.072
S 2.917 -3.266 -8.038
C 2.141 1.768 -2.846
C 1.613 0.443 -2.336
O 2.335 -0.235 -1.553
O 0.456 0.056 -2.639
H 3.220 1.801 -2.725
H 1.693 2.573 -2.264
H 1.876 1.887 -3.893
C 2.927 1.572 1.104
C 2.229 0.986 2.290
C 2.941 0.696 3.448
C 2.321 0.125 4.546
C 0.969 -0.156 4.496
C 0.253 0.124 3.345
C 0.862 0.697 2.240
Sb -0.202 0.833 0.332
C -0.434 3.019 0.414
C 0.133 3.763 1.435
C 0.152 5.147 1.383
C -0.384 5.798 0.288
C -0.956 5.061 -0.735
C -0.994 3.673 -0.684
C -1.640 2.887 -1.784
C -2.088 0.109 1.207
C -2.283 -1.240 0.942
C -3.386 -1.925 1.422
C -4.339 -1.239 2.154
C -4.168 0.112 2.401
C -3.044 0.797 1.951
C -2.884 2.249 2.278
H 3.947 1.861 1.348
H 2.393 2.449 0.738
H 2.962 0.845 0.293
H 4.003 0.910 3.490
H 2.895 -0.101 5.435
H 0.475 -0.604 5.348
H -0.801 -0.110 3.313
H 0.568 3.254 2.286
H 0.600 5.716 2.187
H -0.350 6.876 0.221
H -1.366 5.570 -1.596
H -2.035 3.541 -2.559
H -2.459 2.285 -1.385
H -0.924 2.200 -2.238
H -1.555 -1.769 0.338
H -3.504 -2.981 1.212
H -5.215 -1.752 2.526
H -4.928 0.650 2.954
H -3.695 2.599 2.914
H -2.874 2.844 1.367
H -1.937 2.414 2.789


13
Properties=species:S:1:pos:R:3 method="wB97M-V/def2-TZVPD" smiles="C=C=NC(=C)C" e_homo_ev=-8.5 relative_energy_ev=4.2119 energy_ha=-249.31845 fmax_ev_per_a=4.1 gap_ha=0.336 lumo_ev=0.6 mol_weight_g_mol=81.1
C -1.155 -0.016 1.334
C -2.245 0.329 0.749
C -0.078 0.336 -0.919
C 0.668 -0.041 0.132
C 2.097 -0.533 -0.202
N 0.073 -0.126 1.394
H -2.836 -0.308 0.186
H -2.933 0.982 1.160
H 0.252 0.408 -1.941
H -1.091 0.819 -0.967
H 1.940 -1.378 -0.737
H 2.632 -0.551 0.673
H 2.677 0.078 -0.863


16
Properties=species:S:1:pos:R:3 method="wB97M-V/def2-TZVPD" e_homo_ev="-7.4 / -7.0" relative_energy_ev=8.7179 energy_ha=-594.37471 fmax_ev_per_a=2.8 gap_ha="0.284 / 0.236" lumo_ev="0.4 / -0.6" mol_weight_g_mol=102.2
C -0.856 -0.575 2.008
C -0.855 -0.610 -1.895
C 1.007 -1.426 -0.032
C -1.213 -0.310 0.774
C 1.153 2.280 -0.299
S 0.055 -0.143 -0.593
H -1.694 -0.813 2.660
H 0.180 -0.667 2.239
H -1.893 -0.758 -1.686
H -0.249 -0.874 -2.705
H 1.167 -2.066 -0.873
H 1.797 -1.142 0.627
H -2.082 -0.031 0.250
H 2.187 2.145 -0.476
H 0.338 2.806 -0.717
H 0.958 2.183 0.716


34
Properties=species:S:1:pos:R:3 method="wB97M-V/def2-TZVPD" smiles="c1ccc(-c2[nH]c3ccccc3c2/N=N/c2ncn[nH]2)cc1" e_homo_ev=-8.1 relative_energy_ev=1.5631 energy_ha=-945.41464 fmax_ev_per_a=2.9 gap_ha=0.269 lumo_ev=-0.8 mol_weight_g_mol=288.3
N 0.480 -0.645 -5.102
N -0.489 1.318 -4.450
N -0.176 1.182 -2.111
N 0.193 0.351 -1.198
C -0.045 0.476 -5.485
C -0.120 0.656 -3.389
C -0.007 0.669 0.139
C 0.057 -0.297 1.123
C 1.503 -4.344 1.127
C 0.528 -3.933 2.069
C 1.953 -3.424 0.178
C -1.311 4.171 1.034
C -1.546 3.893 2.412
C -0.002 -2.640 2.041
C 1.500 -2.093 0.216
C -0.856 3.154 0.177
C -1.241 2.601 2.892
C 0.529 -1.693 1.132
C -0.542 1.897 0.738
C -0.738 1.640 2.056
N 0.391 -0.550 -3.750
N -0.370 0.326 2.300
H -0.125 0.682 -6.542
H 1.870 -5.371 1.164
H 0.070 -4.668 2.753
H 2.602 -3.677 -0.664
H -1.536 5.145 0.629
H -1.932 4.640 3.124
H -0.765 -2.352 2.790
H 1.952 -1.396 -0.499
H -0.697 3.334 -0.899
H -1.353 2.347 3.913
H 0.777 -1.217 -3.077
H -0.553 -0.182 3.160


61
Properties=species:S:1:pos:R:3 method="wB97M-V/def2-TZVPD" e_homo_ev=-1.7 relative_energy_ev=0.0886 energy_ha=-2741.33758 fmax_ev_per_a=1.7 gap_ha=0.221 lumo_ev=4.3 mol_weight_g_mol=696.0 charge=-2
Ba -0.668 0.794 -0.843
O 0.120 2.982 -0.288
C 0.748 3.653 0.595
C 1.497 4.816 0.237
C 2.180 5.574 1.157
C 2.166 5.236 2.516
C 1.451 4.119 2.899
C 0.752 3.312 1.991
C 0.038 2.175 2.530
N -0.556 1.259 1.861
N -1.150 0.278 2.632
C -2.063 -0.393 1.958
O -2.467 -0.194 0.776
C -2.670 -1.545 2.719
C -2.489 -1.718 4.089
C -3.058 -2.800 4.745
C -3.811 -3.731 4.037
C -3.990 -3.567 2.670
C -3.427 -2.479 2.018
H 1.506 5.076 -0.815
H 2.736 6.446 0.827
H 2.699 5.831 3.249
H 1.423 3.838 3.949
H 0.016 2.101 3.625
H -1.891 -0.990 4.621
H -2.915 -2.923 5.813
H -4.251 -4.581 4.548
H -4.564 -4.295 2.108
H -3.549 -2.334 0.952
C -1.131 4.296 -6.160
S 0.483 3.567 -5.825
C 0.163 2.464 -4.429
S -1.385 2.260 -3.809
N 1.302 1.947 -4.068
N 1.353 1.229 -2.935
C 2.268 0.336 -2.902
C 2.577 -0.428 -1.713
C 3.580 -1.404 -1.770
C 3.931 -2.083 -0.621
C 3.283 -1.779 0.568
C 2.286 -0.817 0.537
N 1.945 -0.155 -0.563
H -1.139 4.567 -7.217
H -1.303 5.177 -5.545
H -1.897 3.556 -5.944
H 2.881 0.129 -3.782
H 4.064 -1.619 -2.714
H 4.701 -2.844 -0.647
H 3.524 -2.287 1.492
H 1.729 -0.559 1.433
S -0.915 -1.666 -3.288
C -0.733 -2.743 -1.974
C -0.891 -4.151 -2.122
C -0.756 -4.980 -1.034
C -0.468 -4.433 0.220
C -0.326 -3.061 0.291
N -0.442 -2.238 -0.751
H -1.122 -4.535 -3.105
H -0.881 -6.052 -1.148
H -0.376 -5.047 1.107
H -0.118 -2.585 1.247


17
Properties=species:S:1:pos:R:3 method="wB97M-V/def2-TZVPD" smiles=CCN1C[C@H]1C e_homo_ev=-8.9 relative_energy_ev=1.8661 energy_ha=-251.79395 fmax_ev_per_a=1.1 gap_ha=0.368 lumo_ev=1.1 mol_weight_g_mol=85.1
C -1.898 0.504 -1.102
C -1.023 0.462 0.131
N -0.492 -0.835 0.495
C 0.489 -1.482 -0.353
C 0.904 -0.751 0.891
C 1.736 0.594 0.787
H -2.048 1.554 -1.374
H -1.401 0.007 -1.942
H -2.875 0.040 -0.949
H -0.164 1.109 -0.020
H -1.540 0.838 1.021
H 0.339 -2.563 -0.456
H 0.842 -1.014 -1.273
H 1.122 -1.312 1.805
H 2.717 0.343 0.388
H 1.841 1.035 1.784
H 1.451 1.472 0.170